(1)
The following is a quantum chemistry calculation of a 6-piece molecular cluster, C34H66N3O11 overall in a non-equilibrium geometry, from the OMol25 dataset.

Total charge: +1
E_HOMO: -10.61 eV

Last columns: bonded neighbours and bond lengths (Å).
Geometry (Å):
1 O 0.186 1.489 4.384  C18 1.420, C20 1.415
2 O -10.057 -1.957 -1.367  C16 1.414, C35 1.418
3 O 4.264 -4.448 2.256  C31 1.418, C45 1.417
4 O 7.188 -5.274 -1.245  C17 1.422, C32 1.418
5 O -8.053 -0.863 -3.235  C15 1.420, C21 1.419
6 O 3.749 -1.669 3.061  C38 1.421, C47 1.411
7 O 1.310 0.546 6.934  C24 1.417, C34 1.416
8 O -4.748 4.258 1.641  C36 1.417, C40 1.419
9 O -2.551 4.735 -2.042  C41 1.212
10 O 9.543 -6.124 -2.781  C43 1.415, C44 1.417
11 O -2.247 5.512 2.497  C28 1.420, C37 1.413
12 N 3.398 2.366 -4.410  C46 1.388, H52 1.013, H84 1.010
13 N 0.337 3.314 -2.807  C22 1.462, C26 1.329, C29 1.385
14 N 1.225 3.363 -4.757  C26 1.331, C46 1.380, H96 1.009
15 C -8.112 -0.578 -1.845  O5 1.420, C16 1.514, H54 1.095, H100 1.095
16 C -8.702 -1.715 -1.039  O2 1.414, C15 1.514, H59 1.094, H94 1.095
17 C 8.343 -5.878 -0.676  O4 1.422, C44 1.514, H67 1.094, H81 1.094
18 C -0.409 0.504 5.216  O1 1.420, C34 1.513, H69 1.095, H85 1.094
19 C -4.255 0.273 -3.462  C30 1.386, C42 1.390, H60 1.083
20 C 1.387 1.065 3.768  O1 1.415, H68 1.090, H74 1.098, H103 1.091
21 C -9.131 -0.312 -3.974  O5 1.419, H50 1.089, H92 1.091, H99 1.096
22 C -0.581 3.491 -1.683  N13 1.462, C41 1.536, H107 1.089, H114 1.088
23 C -2.132 1.259 -2.937  C30 1.383, C33 1.399, H73 1.082
24 C 2.019 1.770 7.015  O7 1.417, H49 1.089, H86 1.095, H106 1.092
25 C 2.179 2.139 -1.435  C27 1.516, C29 1.504, H87 1.088, H108 1.088
26 C 0.131 3.679 -4.068  N13 1.329, N14 1.331, H83 1.077
27 C 1.973 0.639 -1.354  C25 1.516, C39 1.333, H112 1.088
28 C -2.119 4.440 3.420  O11 1.420, H72 1.088, H79 1.092, H111 1.095
29 C 1.583 2.721 -2.687  N13 1.385, C25 1.504, C46 1.372
30 C -2.875 0.177 -3.373  C19 1.386, C23 1.383, H101 1.081
31 C 5.636 -4.103 2.154  O3 1.418, H71 1.090, H88 1.092, H95 1.095
32 C 6.431 -6.172 -2.040  O4 1.418, H89 1.091, H105 1.095, H110 1.089
33 C -2.791 2.446 -2.599  C23 1.399, C41 1.483, C48 1.391
34 C -0.074 0.702 6.678  O7 1.416, C18 1.513, H51 1.095, H56 1.094
35 C -10.245 -3.028 -2.276  O2 1.418, H75 1.088, H91 1.095, H97 1.092
36 C -3.975 5.127 0.833  O8 1.417, C37 1.519, H58 1.094, H76 1.092
37 C -2.498 5.057 1.183  O11 1.413, C36 1.519, H70 1.099, H98 1.095
38 C 2.904 -2.769 3.370  O6 1.421, C45 1.513, H62 1.095, H80 1.094
39 C 2.955 -0.243 -1.545  C27 1.333, H55 1.087, H64 1.082
40 C -5.375 4.903 2.739  O8 1.419, H66 1.089, H102 1.091, H109 1.095
41 C -2.044 3.638 -2.130  O9 1.212, C22 1.536, C33 1.483
42 C -4.914 1.453 -3.133  C19 1.390, C48 1.384, H53 1.081
43 C 9.155 -5.197 -3.777  O10 1.415, H57 1.089, H93 1.095, H104 1.092
44 C 9.592 -5.574 -1.476  O10 1.417, C17 1.514, H82 1.095, H113 1.094
45 C 3.671 -4.069 3.486  O3 1.417, C38 1.513, H77 1.094, H90 1.094
46 C 2.158 2.765 -3.933  N12 1.388, N14 1.380, C29 1.372
47 C 3.758 -1.349 1.686  O6 1.411, H63 1.090, H65 1.099, H78 1.093
48 C -4.176 2.539 -2.696  C33 1.391, C42 1.384, H61 1.082
49 H 3.078 1.544 6.900  C24 1.089
50 H -9.172 -0.829 -4.931  C21 1.089
51 H -0.422 1.682 7.020  C34 1.095
52 H 3.376 1.482 -4.904  N12 1.013
53 H -5.991 1.504 -3.212  C42 1.081
54 H -7.081 -0.415 -1.514  C15 1.095
55 H 3.798 0.024 -2.177  C39 1.087
56 H -0.597 -0.062 7.260  C34 1.094
57 H 8.846 -5.766 -4.653  C43 1.089
58 H -4.338 6.156 0.912  C36 1.094
59 H -8.670 -1.441 0.020  C16 1.094
60 H -4.833 -0.575 -3.807  C19 1.083
61 H -4.677 3.463 -2.443  C48 1.082
62 H 2.110 -2.863 2.621  C38 1.095
63 H 4.634 -0.730 1.491  C47 1.090
64 H 2.970 -1.216 -1.074  C39 1.082
65 H 2.857 -0.777 1.424  C47 1.099
66 H -5.669 4.132 3.449  C40 1.089
67 H 8.461 -5.465 0.330  C17 1.094
68 H 1.919 1.955 3.431  C20 1.090
69 H -0.110 -0.499 4.893  C18 1.095
70 H -2.122 4.033 1.051  C37 1.099
71 H 5.913 -4.135 1.100  C31 1.090
72 H -2.233 4.840 4.425  C28 1.088
73 H -1.053 1.192 -2.876  C23 1.082
74 H 1.164 0.437 2.896  C20 1.098
75 H -11.243 -2.929 -2.698  C35 1.088
76 H -4.107 4.803 -0.202  C36 1.092
77 H 2.970 -4.861 3.766  C45 1.094
78 H 3.813 -2.241 1.056  C47 1.093
79 H -2.874 3.669 3.260  C28 1.092
80 H 2.435 -2.551 4.334  C38 1.094
81 H 8.201 -6.959 -0.581  C17 1.094
82 H 9.760 -4.493 -1.520  C44 1.095
83 H -0.776 4.138 -4.424  C26 1.077
84 H 4.087 2.328 -3.672  N12 1.010
85 H -1.492 0.590 5.090  C18 1.094
86 H 1.864 2.240 7.992  C24 1.095
87 H 1.710 2.580 -0.557  C25 1.088
88 H 5.837 -3.101 2.540  C31 1.092
89 H 7.070 -6.790 -2.673  C32 1.091
90 H 4.428 -3.995 4.272  C45 1.094
91 H -10.177 -3.989 -1.756  C35 1.095
92 H -10.084 -0.446 -3.459  C21 1.091
93 H 9.998 -4.555 -4.055  C43 1.095
94 H -8.106 -2.624 -1.171  C16 1.095
95 H 6.247 -4.830 2.699  C31 1.095
96 H 1.345 3.537 -5.744  N14 1.009
97 H -9.515 -3.005 -3.088  C35 1.092
98 H -1.947 5.712 0.499  C37 1.095
99 H -8.968 0.756 -4.156  C21 1.096
100 H -8.675 0.345 -1.669  C15 1.095
101 H -2.383 -0.743 -3.656  C30 1.081
102 H -4.701 5.604 3.236  C40 1.091
103 H 2.033 0.511 4.451  C20 1.091
104 H 8.321 -4.573 -3.449  C43 1.092
105 H 5.815 -6.819 -1.407  C32 1.095
106 H 1.718 2.467 6.230  C24 1.092
107 H -0.323 4.416 -1.172  C22 1.089
108 H 3.249 2.332 -1.436  C25 1.088
109 H -6.271 5.437 2.408  C40 1.095
110 H 5.775 -5.577 -2.676  C32 1.089
111 H -1.124 3.990 3.330  C28 1.095
112 H 0.966 0.278 -1.157  C27 1.088
113 H 10.448 -6.028 -0.968  C44 1.094
114 H -0.498 2.659 -0.987  C22 1.088

(2)
The following is a quantum chemistry calculation of a 11-piece molecular cluster, C34H66O23S5 overall in a non-equilibrium geometry, from the OMol25 dataset.

Energy above the lowest of the compared OMol25 structures with the same formula, charge and spin: 1.493 eV
E_HOMO: -8.24 eV

Last columns: bonded neighbours and bond lengths (Å).
Geometry (Å):
1 S -4.111 2.144 3.696  O22 1.539, C32 1.873, C39 1.886
2 S 0.370 1.490 -4.882  O21 1.507, C46 1.846, C55 1.867
3 S 7.176 2.145 -2.222  O15 1.523, C30 1.838, C34 1.838
4 S -3.546 0.492 -2.723  O18 1.536, C33 1.816, C52 1.841
5 S -5.610 -3.229 -1.305  O28 1.505, C31 1.863, C60 1.846
6 O -0.646 -4.258 -0.889  C48 1.193
7 O 4.291 -1.428 -3.946  C47 1.235
8 O -0.184 3.512 6.113  C37 1.320, C59 1.409
9 O 0.719 4.579 7.753  C37 1.303, C54 1.433
10 O 1.474 0.689 -0.579  C38 1.422, C51 1.340
11 O -0.146 -6.303 -1.523  C48 1.321, C50 1.440
12 O 6.623 -1.520 4.100  C35 1.417, C53 1.330
13 O 0.796 1.990 1.035  C49 1.370, C51 1.312
14 O -2.662 4.155 0.892  C36 1.223
15 O 7.505 3.287 -3.174  S3 1.523
16 O -3.886 4.777 -0.845  C36 1.285, C42 1.416
17 O -3.549 6.266 0.706  C36 1.361, C58 1.429
18 O -2.982 -0.235 -1.493  S4 1.536
19 O 3.579 -1.459 -1.760  C47 1.339, C57 1.443
20 O -1.515 4.475 7.666  C37 1.228
21 O -0.554 2.185 -3.916  S2 1.507
22 O -5.590 2.205 4.115  S1 1.539
23 O 7.857 0.291 3.493  C53 1.236
24 O 2.939 2.091 0.334  C51 1.203
25 O 5.603 0.294 3.381  C29 1.355, C53 1.327
26 O 3.146 -3.214 -3.044  C40 1.400, C47 1.377
27 O -2.242 -5.840 -0.999  C48 1.338, C62 1.467
28 O -6.771 -4.132 -0.991  S5 1.505
29 C 4.542 -0.449 3.777  O25 1.355, C35 1.524, C61 1.550, H74 1.090
30 C 7.372 0.613 -3.218  S3 1.838, H85 1.090, H119 1.090, H128 1.090
31 C -4.404 -3.459 0.097  S5 1.863, H70 1.090, H117 1.090, H118 1.090
32 C -3.158 1.384 5.119  S1 1.873, H81 1.090, H96 1.090, H125 1.090
33 C -3.703 2.213 -2.164  S4 1.816, H79 1.090, H113 1.090, H126 1.090
34 C 5.364 2.088 -1.920  S3 1.838, H83 1.090, H88 1.090, H92 1.090
35 C 5.227 -1.763 4.134  O12 1.417, C29 1.524, H64 1.090, H77 1.090
36 C -3.320 4.991 0.288  O14 1.223, O16 1.285, O17 1.361
37 C -0.406 4.204 7.215  O8 1.320, O9 1.303, O20 1.228
38 C 0.075 0.439 -0.531  O10 1.422, C49 1.546, C56 1.577, H93 1.090
39 C -3.864 0.686 2.524  S1 1.886, H73 1.090, H84 1.090, H94 1.090
40 C 2.668 -3.571 -1.778  O26 1.400, C43 1.518, C57 1.482, H68 1.090
41 C 0.021 -8.625 -1.289  C50 1.546, H72 1.090, H75 1.090, H87 1.090
42 C -4.653 5.900 -1.240  O16 1.416, C44 1.549, C58 1.515, H106 1.090
43 C 3.188 -4.941 -1.379  C40 1.518, H82 1.090, H91 1.090, H103 1.090
44 C -6.153 5.609 -1.495  C42 1.549, H95 1.090, H97 1.090, H111 1.090
45 C 1.658 3.687 4.456  C59 1.548, H101 1.090, H109 1.090, H115 1.090
46 C 1.228 2.738 -5.938  S2 1.846, H69 1.090, H76 1.090, H121 1.090
47 C 3.706 -1.957 -2.996  O7 1.235, O19 1.339, O26 1.377
48 C -1.001 -5.365 -1.155  O6 1.193, O11 1.321, O27 1.338
49 C -0.295 1.210 0.758  O13 1.370, C38 1.546, H112 1.090, H127 1.090
50 C -0.825 -7.504 -1.935  O11 1.440, C41 1.546, C62 1.502, H120 1.090
51 C 1.820 1.652 0.288  O10 1.340, O13 1.312, O24 1.203
52 C -5.263 -0.078 -3.067  S4 1.841, H65 1.090, H78 1.090, H102 1.090
53 C 6.771 -0.275 3.653  O12 1.330, O23 1.236, O25 1.327
54 C 1.851 4.091 7.023  O9 1.433, C59 1.540, H107 1.090, H114 1.090
55 C 1.891 0.911 -3.968  S2 1.867, H71 1.090, H100 1.090, H108 1.090
56 C -0.184 -1.111 -0.398  C38 1.577, H67 1.090, H104 1.090, H123 1.090
57 C 3.107 -2.489 -0.866  O19 1.443, C40 1.482, H89 1.090, H99 1.090
58 C -4.407 6.968 -0.194  O17 1.429, C42 1.515, H110 1.090, H122 1.090
59 C 1.189 3.300 5.880  O8 1.409, C45 1.548, C54 1.540, H66 1.090
60 C -4.657 -4.029 -2.669  S5 1.846, H80 1.090, H86 1.090, H90 1.090
61 C 3.597 -0.546 2.553  C29 1.550, H98 1.090, H116 1.090, H124 1.090
62 C -2.174 -7.270 -1.319  O27 1.467, C50 1.502, H63 1.090, H105 1.090
63 H -2.279 -7.870 -0.415  C62 1.090
64 H 4.806 -2.190 5.044  C35 1.090
65 H -5.251 -1.143 -3.302  C52 1.090
66 H 1.433 2.245 6.001  C59 1.090
67 H 0.347 -1.540 -1.247  C56 1.090
68 H 1.580 -3.557 -1.840  C40 1.090
69 H 1.749 2.378 -6.825  C46 1.090
70 H -3.965 -4.457 0.101  C31 1.090
71 H 1.503 0.049 -3.424  C55 1.090
72 H 0.809 -8.815 -2.018  C41 1.090
73 H -4.330 -0.277 2.731  C39 1.090
74 H 4.085 0.031 4.642  C29 1.090
75 H 0.449 -8.498 -0.294  C41 1.090
76 H 0.503 3.483 -6.265  C46 1.090
77 H 4.870 -2.498 3.412  C35 1.090
78 H -6.027 0.148 -2.323  C52 1.090
79 H -2.750 2.659 -1.879  C33 1.090
80 H -5.321 -4.214 -3.514  C60 1.090
81 H -2.125 1.383 4.769  C32 1.090
82 H 2.754 -5.222 -0.420  C43 1.090
83 H 5.000 1.258 -1.316  C34 1.090
84 H -4.059 0.909 1.475  C39 1.090
85 H 7.161 -0.309 -2.676  C30 1.090
86 H -3.763 -3.452 -2.906  C60 1.090
87 H -0.606 -9.516 -1.306  C41 1.090
88 H 4.873 2.045 -2.893  C34 1.090
89 H 2.271 -2.092 -0.290  C57 1.090
90 H -4.228 -4.992 -2.393  C60 1.090
91 H 2.879 -5.698 -2.099  C43 1.090
92 H 5.046 2.969 -1.362  C34 1.090
93 H -0.436 0.751 -1.442  C38 1.090
94 H -2.812 0.401 2.564  C39 1.090
95 H -6.691 6.498 -1.825  C44 1.090
96 H -3.259 1.994 6.016  C32 1.090
97 H -6.225 4.921 -2.338  C44 1.090
98 H 4.204 -0.582 1.648  C61 1.090
99 H 3.926 -2.820 -0.227  C57 1.090
100 H 2.716 0.591 -4.605  C55 1.090
101 H 1.406 4.691 4.113  C45 1.090
102 H -5.604 0.337 -4.015  C52 1.090
103 H 4.276 -4.970 -1.313  C43 1.090
104 H -1.249 -1.325 -0.491  C56 1.090
105 H -2.926 -7.572 -2.049  C62 1.090
106 H -4.293 6.205 -2.223  C42 1.090
107 H 2.451 4.922 6.650  C54 1.090
108 H 2.343 1.620 -3.275  C55 1.090
109 H 2.737 3.593 4.339  C45 1.090
110 H -3.921 7.830 -0.652  C58 1.090
111 H -6.648 5.178 -0.625  C44 1.090
112 H -0.622 0.563 1.572  C49 1.090
113 H -4.328 2.093 -1.280  C33 1.090
114 H 2.509 3.438 7.597  C54 1.090
115 H 1.045 3.182 3.709  C45 1.090
116 H 2.818 -1.302 2.648  C61 1.090
117 H -5.011 -3.291 0.987  C31 1.090
118 H -3.557 -2.780 0.001  C31 1.090
119 H 6.676 0.610 -4.058  C30 1.090
120 H -0.821 -7.461 -3.024  C50 1.090
121 H 1.954 3.324 -5.374  C46 1.090
122 H -5.340 7.216 0.313  C58 1.090
123 H 0.104 -1.507 0.576  C56 1.090
124 H 2.925 0.297 2.386  C61 1.090
125 H -3.590 0.385 5.168  C32 1.090
126 H -4.241 2.849 -2.867  C33 1.090
127 H -1.216 1.756 0.555  C49 1.090
128 H 8.389 0.445 -3.570  C30 1.090